A cluster of 2 separate species, C6H11N2O5 in total in a non-equilibrium geometry. Source: the Open Molecules 2025 dataset; level of theory: the ωB97M-V functional and the def2-TZVPD basis.

Each line ends with the Löwdin charge.
Element x y z (Å)
C  1.137  -0.112  1.155  -0.056
C  3.069  -1.131  0.173  -0.173
C  2.179  0.047  0.305  -0.130
C  -0.475  -1.406  -1.516  0.028
C  -3.516  0.492  0.541  0.064
C  -1.281  0.485  -0.466  -0.181
N  2.485  1.283  -0.359  -0.356
N  0.074  0.740  1.317  0.078
O  2.708  -2.274  0.404  0.068
O  1.502  1.881  -0.737  0.055
O  3.622  1.601  -0.536  0.170
O  -1.353  -0.779  -0.636  0.009
O  -2.311  1.175  0.017  -0.018
H  0.970  -1.191  1.569  0.193
H  3.993  -0.939  -0.272  0.113
H  -1.052  -1.330  -2.428  0.127
H  -0.322  -2.302  -1.107  0.077
H  0.446  -0.811  -1.659  0.116
H  -4.048  0.110  -0.272  0.085
H  -3.996  1.308  1.057  0.118
H  -3.210  -0.435  0.959  0.093
H  -0.401  1.192  -0.998  0.224
H  0.135  1.764  1.229  0.140
H  -0.355  0.633  2.259  0.156

Output
LUMO: -4.60 eV
total charge: +1

=====

A cluster of 2 separate species, C3H8BrO in total in a non-equilibrium geometry. Source: the Open Molecules 2025 dataset; level of theory: the ωB97M-V functional and the def2-TZVPD basis.

Each line ends with the Löwdin charge.
Element x y z (Å)
Br  -3.794  -1.443  -1.475  -0.715
C  -0.123  0.989  1.031  -0.050
C  0.054  0.092  -0.245  -0.523
C  1.495  -0.465  -0.461  -0.065
O  -0.757  -1.013  -0.281  -0.104
H  -0.904  0.554  1.653  0.069
H  -0.348  2.042  0.864  0.061
H  0.716  0.941  1.726  0.055
H  -0.098  0.737  -1.110  0.121
H  1.385  -0.951  -1.431  0.076
H  1.743  -1.128  0.368  0.068
H  2.274  0.291  -0.371  0.062
H  -1.644  -0.646  -0.267  -0.055

Output
LUMO: 3.62 eV
total charge: -1

=====

Energy above the lowest of the compared OMol25 structures with the same formula, charge and spin readings, ordered: 82.45 5.36 kcal/mol
Molecular weight readings, ordered: 191.16 140.00 u
E_HOMO readings, ordered: -0.50650 -0.13328 hartree